# C8H15ClSi

The molecule C8H15ClSi (ωB97M-V/def2-TZVPD, the OMol25 dataset).

CARTESIAN COORDINATES (ANGSTROEM)
C (2.94546, 0.06024, 0.46730)
C (1.75304, -0.12551, 0.34099)
C (-0.83674, 0.01730, 2.13788)
C (0.44292, -2.05486, 1.74112)
C (-2.12245, 0.81229, -1.56934)
C (0.82034, 1.49220, -2.52532)
C (-0.36662, -0.95685, 1.07653)
C (0.36727, -0.26836, -0.07894)
Si (-0.35414, 1.23090, -0.98653)
Cl (0.44494, -1.61556, -1.39244)
H (3.80745, -0.02625, 1.06910)
H (0.03630, 0.60510, 2.48529)
H (-1.51858, 0.72150, 1.53991)
H (-1.41795, -0.59774, 2.83554)
H (0.91927, -2.85250, 1.08331)
H (-0.29594, -2.57872, 2.36570)
H (1.17148, -1.60940, 2.36735)
H (-2.78796, 1.60124, -1.28323)
H (-2.09577, 0.63588, -2.65476)
H (-2.49081, -0.05333, -1.09131)
H (0.56967, 0.69059, -3.27123)
H (0.60927, 2.46598, -3.15490)
H (1.89523, 1.60494, -2.28674)
H (-1.18464, -1.49574, 0.68267)
H (-0.31107, 2.29664, 0.10205)

As for the largest force on an atom: 6.8 eV/A. Its spin multiplicity is 3. The calculation puts the gap between HOMO and LUMO (spin up / spin down) at 5.5396 / 5.4723 eV. Its charge is 0. For the HOMO energy (spin up / spin down), the calculation gives -4.715 / -9.581 eV. The expectation value of S² is 2.018. For the relative energy (zero: lowest compared OMol25 entry of this formula, charge and spin), the calculation gives 146.93 kJ/mol.


# H13O6S

A cluster of 7 separate species, H13O6S in total (ωB97M-V/def2-TZVPD, the OMol25 dataset).

CARTESIAN COORDINATES (ANGSTROEM)
S (-0.12171, -1.75315, -2.23595)
H (0.07866, -1.07138, -3.35724)
H (1.57656, -0.81397, -1.25896)
H (2.72141, 0.09910, -1.41479)
O (2.33630, -0.41571, -0.72164)
H (-1.45970, 1.47219, 1.57274)
H (-0.66183, 0.25397, 1.77759)
O (-0.71644, 1.17046, 2.11816)
H (1.78713, 0.83224, 0.42637)
H (0.94961, 1.57355, 1.58195)
O (1.65878, 1.66307, 0.96063)
H (-2.37691, 0.63186, -0.05640)
H (-3.08011, -0.66387, 0.21880)
O (-2.90660, 0.18435, 0.65694)
H (-0.01347, -2.03466, 0.19561)
H (1.33623, -1.59174, 0.72647)
O (0.51375, -2.00427, 1.01172)
H (-0.60469, 0.20721, -1.25455)
H (-0.18650, 1.20623, -0.12484)
O (-0.83048, 1.05449, -0.82261)

As for the largest force on an atom: 1.9 eV/A. Its spin multiplicity is 2. The calculation puts the gap between HOMO and LUMO (spin up / spin down) at 2.3037 / 6.9301 eV. Its charge is -2. For the HOMO energy (spin up / spin down), the calculation gives 3.172 / -1.457 eV. The expectation value of S² is 0.753.


# C7H16OSi

A cluster of 2 separate species, C7H16OSi in total (ωB97M-V/def2-TZVPD, the OMol25 dataset).

CARTESIAN COORDINATES (ANGSTROEM)
C (-1.35779, -0.37029, -2.50274)
C (-2.26401, -0.01450, -1.39658)
Si (-2.00082, -0.62590, 0.23410)
O (-1.21878, -1.96332, 0.61540)
C (-0.30617, -2.64438, -0.17476)
H (-1.94601, -0.81609, -3.23458)
H (-0.89148, 0.46967, -2.95632)
H (-0.57339, -1.16879, -2.22652)
H (-2.88584, 0.95095, -1.57961)
H (-2.74849, -0.43180, 1.45671)
H (-0.51314, -2.69827, -1.23576)
H (-0.07132, -3.64531, 0.09969)
H (0.57436, -2.07402, -0.27371)
C (0.74076, 0.42394, 2.26394)
C (1.20043, 1.14850, 1.26372)
C (0.47138, 2.32085, 0.70335)
C (2.67392, 0.81927, 0.74660)
H (-0.20148, 0.58147, 2.54947)
H (1.26152, -0.47873, 2.62910)
H (1.19943, 3.14822, 0.37663)
H (-0.04222, 1.95887, -0.20339)
H (-0.23961, 2.79395, 1.33313)
H (3.15961, 0.01505, 1.27867)
H (2.77160, 0.54989, -0.35574)
H (3.20754, 1.75077, 0.58920)

As for the largest force on an atom: 4.0 eV/A. The calculation puts the gap between HOMO and LUMO at 8.3915 eV. Its charge is 0. For the HOMO energy, the calculation gives -7.585 eV. For the relative energy (zero: lowest compared OMol25 entry of this formula, charge and spin), the calculation gives 423.47 kJ/mol. Its SMILES is C/C=[SiH]\OC.C=C(C)C.